No. 1
C35H75Cl4I2N10O5P2 as an isolated structure at a distorted geometry. Source: the Open Molecules 2025 dataset; level of theory: ωB97M-V with the def2-TZVPD basis set.

Last column: Löwdin charge in e.
CARTESIAN COORDINATES (ANGSTROEM)
C  1.17182  -0.32620  2.25466  -0.0448
C  2.22438  -1.28238  2.77302  -0.4639
C  2.65318  -0.92779  4.17311  -0.0225
N  2.89259  -2.20018  2.19875  0.0365
C  2.63013  -2.99296  0.99487  -0.3595
C  2.78519  -1.98596  -0.29112  -0.4732
I  4.10024  -0.29171  0.33584  1.0001
C  3.49432  -2.25028  -1.69837  -0.7391
C  3.16355  -3.30778  -2.76431  -0.2042
I  5.69052  -2.31523  -1.63721  0.8505
N  3.78765  -3.86685  0.97427  -0.0115
C  3.87399  -5.00876  0.09002  -0.3108
C  4.90952  -6.01314  0.77253  -0.5742
Cl  6.37563  -4.97825  1.00023  0.6412
C  5.33705  -7.31120  0.03823  -0.6930
C  4.53399  -8.56025  0.47397  -0.1180
Cl  7.05961  -7.73947  0.39204  0.6062
C  2.44874  -5.45726  -0.35515  -0.1606
C  2.49958  -6.71914  -1.20420  -0.1558
C  1.71627  -6.78338  -2.48579  -0.3001
N  1.37343  -7.90737  -2.92184  0.1218
N  1.42440  -5.37618  0.80959  -0.0642
C  2.13298  -6.13866  1.91369  -0.0500
C  0.06585  -6.13921  0.74315  -0.4951
Cl  0.34432  -7.92561  0.73612  0.7989
C  -1.17527  -5.93014  -0.17773  -0.6632
C  -2.30513  -5.09775  0.48178  -0.0834
Cl  -1.00588  -5.51711  -1.89634  0.8185
C  1.29029  -3.88753  1.25857  -0.1563
C  0.82054  -3.85045  2.75136  -0.0988
C  1.68918  -4.09284  4.00162  -0.2387
O  1.13052  -3.36904  5.08916  -0.0470
C  0.08355  -3.14900  0.61747  -0.0347
C  -0.18524  -3.03210  -0.85243  -0.5717
O  0.60551  -3.18622  -1.72471  0.0705
O  -1.43277  -2.55372  -1.08528  0.0823
H  1.57129  0.68147  2.37399  0.0839
H  0.26501  -0.41492  2.85851  0.1014
H  0.92589  -0.44966  1.20513  0.0532
H  3.18680  0.02833  4.12912  0.0949
H  1.78488  -0.79563  4.81543  0.0895
H  3.35180  -1.65949  4.56614  0.0868
H  1.93496  -1.33385  -0.46290  0.0384
H  3.34468  -1.30649  -2.21646  0.0458
H  3.96149  -3.26121  -3.50318  0.0377
H  2.26684  -3.06376  -3.32655  0.0761
H  3.12968  -4.34452  -2.45811  0.0327
H  4.62327  -3.30622  1.06403  0.0413
H  4.38332  -4.76248  -0.85187  0.0779
H  4.67074  -6.27038  1.79861  0.0846
H  5.36222  -7.21670  -1.04300  0.0887
H  3.99549  -8.40556  1.40842  0.0738
H  5.21123  -9.39009  0.64533  0.0589
H  3.86906  -8.89554  -0.31846  0.0728
H  2.05443  -4.70114  -1.03330  0.1008
H  3.51214  -6.68401  -1.62744  0.1239
H  2.45862  -7.66727  -0.69175  0.0526
H  1.52263  -5.85462  -3.02725  0.0972
H  0.89634  -7.81365  -3.81729  0.0643
H  2.87006  -5.45964  2.33297  0.0959
H  1.45932  -6.39568  2.71813  0.0969
H  2.68058  -6.96560  1.49545  0.0541
H  -0.36581  -6.03524  1.73087  0.0850
H  -1.61249  -6.91635  -0.24297  0.0577
H  -2.56659  -4.22105  -0.10210  0.0619
H  -2.07299  -4.83005  1.51149  0.0773
H  -3.20295  -5.71255  0.52617  0.0965
H  0.40848  -2.85820  2.92527  0.1122
H  -0.08743  -4.45615  2.85653  0.1174
H  1.69987  -5.14478  4.29537  0.1112
H  2.72254  -3.77725  3.90176  0.1128
H  0.32081  -3.79973  5.38470  0.1011
H  0.26693  -2.11155  0.89825  0.1088
H  -0.85693  -3.32371  1.13370  0.1111
H  -1.84086  -3.09335  -1.78076  0.1007
O  2.30731  5.89615  -1.49568  -0.2779
P  1.62812  5.76650  -0.19582  0.5709
N  2.10750  7.08229  0.74415  -0.2920
C  1.81348  7.22820  2.15944  -0.1228
C  2.07267  8.37982  0.07024  -0.1249
N  2.28092  4.31482  0.44952  -0.3116
C  2.82228  4.24205  1.79262  -0.1375
C  3.09104  3.53506  -0.47988  -0.1446
N  0.06024  5.50631  0.38694  -0.2794
C  -0.50813  4.16158  0.17261  -0.1179
C  -0.89324  6.48240  -0.19617  -0.1097
H  0.75884  7.45342  2.36560  0.0843
H  2.41044  8.05507  2.54896  0.0855
H  2.09247  6.35463  2.73299  0.0410
H  1.07321  8.83242  0.07765  0.0706
H  2.39780  8.27823  -0.96252  0.0741
H  2.75520  9.07101  0.56785  0.0823
H  3.68334  4.90434  1.94741  0.0896
H  3.14811  3.21687  1.99298  0.0667
H  2.05803  4.46408  2.53828  0.0675
H  4.11097  3.92441  -0.58880  0.0902
H  2.63968  3.50430  -1.46734  0.0729
H  3.14893  2.51021  -0.10493  -0.0115
H  -0.46596  3.83913  -0.87251  0.0889
H  -1.55405  4.18353  0.48027  0.0767
H  0.00405  3.42732  0.78743  0.0615
H  -0.97991  6.37818  -1.28131  0.0917
H  -0.58303  7.50294  0.02852  0.0605
H  -1.88164  6.34275  0.23821  0.0799
O  -4.30771  5.61288  -1.80959  -0.2925
P  -5.75295  5.67466  -2.09306  0.5690
N  -6.36661  6.97420  -1.20808  -0.2908
C  -7.78212  7.26983  -1.05532  -0.1200
C  -5.58830  8.20999  -1.28720  -0.1257
N  -6.35393  4.20504  -1.44508  -0.3148
C  -7.49414  4.16392  -0.54778  -0.1358
C  -5.33425  3.24818  -1.03434  -0.1412
N  -6.77073  5.68575  -3.44375  -0.2820
C  -6.88599  4.42067  -4.19620  -0.1164
C  -6.36783  6.74156  -4.40420  -0.1122
H  -8.24713  7.66143  -1.96918  0.0855
H  -7.88998  8.02884  -0.27824  0.0859
H  -8.35185  6.41285  -0.72517  0.0415
H  -5.82438  8.80247  -2.17998  0.0716
H  -4.52361  7.98739  -1.29418  0.0686
H  -5.79363  8.83061  -0.41319  0.0823
H  -7.32352  4.71141  0.38761  0.0876
H  -7.71384  3.12457  -0.29539  0.0790
H  -8.39122  4.54699  -1.03305  0.0692
H  -4.90139  3.48194  -0.05283  0.0816
H  -4.52319  3.20561  -1.75580  0.0675
H  -5.78682  2.25397  -0.98384  0.0765
H  -5.91681  4.01034  -4.49605  0.0875
H  -7.47056  4.61431  -5.09567  0.0798
H  -7.41642  3.67478  -3.61408  0.0709
H  -5.36951  6.57072  -4.81840  0.0897
H  -6.37807  7.71819  -3.92093  0.0607
H  -7.08182  6.77827  -5.22521  0.0825

Values from the calculation:
total charge = +1
E_tot = -5420.838966 a.u.



No. 2
A 2-piece molecular cluster, C23H39Cl2F2N5O10P4S3 overall at a distorted geometry. Source: the Open Molecules 2025 dataset; level of theory: ωB97M-V with the def2-TZVPD basis set.

Last column: Löwdin charge in e.
CARTESIAN COORDINATES (ANGSTROEM)
C  -4.01394  -4.92668  4.64467  0.0788
C  -3.35103  -4.80777  3.41532  -0.1091
C  -2.41438  -4.77334  2.03456  -0.1804
C  -2.52863  -3.32118  1.22462  -0.5266
P  -4.26573  -3.13183  0.47100  0.6716
O  -4.74394  -4.63904  -0.34104  -0.4012
Cl  -5.80046  -2.90071  1.94654  0.2012
N  -1.65486  -3.27874  -0.04414  -0.2030
P  -1.51883  -4.70928  -1.05080  0.3626
S  -2.09833  -4.17074  -2.87268  0.1269
C  -0.33886  -2.55650  0.14034  -0.1634
N  0.85593  -2.92889  -0.42178  0.1374
N  -0.75349  -1.38827  1.00540  -0.0497
C  -1.22677  -0.26196  0.12352  -0.1674
C  0.10689  0.30100  -0.71035  -0.1373
C  -0.07996  0.06823  -2.34791  -0.2376
N  -1.07545  1.11347  -2.79946  -0.0996
C  -0.49179  2.10606  -3.77014  -0.2262
C  -0.61713  3.68142  -3.34877  -0.0983
C  -1.95431  4.51577  -3.89755  -0.0265
C  -2.17546  6.11623  -3.59413  -0.0492
C  -0.98706  6.86878  -2.70699  -0.0354
C  0.32815  6.08248  -2.11750  0.0019
C  0.51086  4.45382  -2.44867  -0.1395
O  1.72859  3.82877  -1.89609  -0.0885
C  -1.79461  -2.01095  1.96287  -0.4779
C  -0.75186  -2.48442  3.18474  -0.1821
C  -0.01115  -1.18447  3.91628  -0.2419
C  1.39043  -1.67323  4.68800  -0.2025
P  2.78110  -2.15917  3.41600  0.7844
O  2.25363  -1.67901  2.00707  -0.3762
O  4.16577  -1.18623  3.82218  -0.2791
C  5.43469  -1.83383  3.45566  -0.2793
C  5.76265  -1.47588  1.88237  -0.0996
O  2.99709  -3.87450  3.59065  -0.2962
C  3.56173  -4.50543  2.39023  -0.2806
C  2.84862  -6.01579  2.29880  -0.0876
P  -2.85750  -0.73530  2.89988  0.7226
O  -3.71677  -1.68228  4.13537  -0.4070
Cl  -4.29510  0.22185  1.59131  0.1742
H  -4.67925  -5.25763  5.57450  0.0836
H  -1.28104  -5.06512  2.27056  0.1208
H  -2.82730  -5.68389  1.38980  0.0890
H  -4.75377  -5.37165  0.36243  0.0626
H  -0.16018  -5.22149  -1.24390  -0.0004
H  -2.33733  -5.83922  -0.71721  -0.0071
H  1.59286  -3.52848  0.05582  0.1375
H  1.03749  -2.68141  -1.42124  0.1453
H  -1.62763  0.68996  0.71242  0.1231
H  -2.00546  -0.64765  -0.65998  0.1274
H  0.15553  1.48727  -0.58285  0.1288
H  1.11205  -0.12388  -0.28881  0.1040
H  -0.49152  -0.98836  -2.62933  0.0981
H  0.99175  0.16781  -2.80671  0.1148
H  -1.92528  0.65334  -3.21118  0.1159
H  0.63430  1.90006  -4.07659  0.1240
H  -1.11267  1.99198  -4.78032  0.1268
H  -2.74239  3.90470  -4.52556  0.0822
H  -3.10726  6.69038  -4.02152  0.0968
H  -1.07809  8.01631  -2.45936  0.0928
H  1.16577  6.64459  -1.48820  0.1016
H  1.73512  2.83755  -2.05159  0.0833
H  0.02893  -3.29600  2.80512  0.1155
H  -1.33416  -3.02143  4.07653  0.1157
H  0.32320  -0.35060  3.16959  0.1146
H  -0.68519  -0.74688  4.79984  0.1127
H  1.74705  -0.81219  5.39732  0.1107
H  1.07907  -2.61573  5.32254  0.1050
H  5.49406  -2.97361  3.71534  0.1082
H  6.27897  -1.30041  4.09998  0.1409
H  5.09675  -2.11026  1.15319  0.0658
H  5.58728  -0.32155  1.69871  0.1046
H  6.91442  -1.74539  1.72308  0.0984
H  3.30220  -3.98146  1.37731  0.0960
H  4.71295  -4.66935  2.56169  0.1304
H  3.28763  -6.76706  3.08114  0.0924
H  1.70797  -5.83645  2.59058  0.0755
H  2.84468  -6.40042  1.19373  0.0815
H  -3.05968  -1.65509  4.91136  0.0662
N  0.59864  9.90928  -5.86571  -0.3105
S  -0.95068  9.66473  -5.78490  0.5093
O  -1.74906  10.01247  -6.95530  -0.3111
O  -1.59905  9.84776  -4.49170  -0.3290
F  -0.97203  8.06552  -5.88909  -0.2199
S  0.94197  11.44327  -5.85929  0.5070
O  2.31731  11.74130  -6.25706  -0.3251
O  0.45227  12.25550  -4.75198  -0.3144
F  0.13009  12.02640  -7.10255  -0.2041

Values from the calculation:
E_tot = -5605.250482 a.u.



No. 3
An isolated ion of composition C6H10N and charge +1 at a distorted geometry. Source: the Open Molecules 2025 dataset; level of theory: ωB97M-V with the def2-TZVPD basis set.

Last column: natural (NBO) charge in e.
CARTESIAN COORDINATES (ANGSTROEM)
C  2.18759  -0.66496  -0.40951  -0.1038
C  2.05211  0.70909  -0.40170  -0.1288
C  0.03355  0.03935  1.40532  -0.2367
C  0.95897  -0.06430  0.30689  0.0515
C  -1.03343  1.16253  -0.53958  -0.3976
C  -1.15511  -1.26937  -0.30705  -0.4272
N  -0.46380  -0.04880  0.04982  -0.2209
H  2.76986  -1.56686  -0.55462  0.2748
H  2.44468  1.68415  -0.62075  0.2677
H  -0.28495  -0.70900  2.10807  0.2533
H  0.03392  0.96297  1.90177  0.2444
H  -1.07789  1.34345  -1.52677  0.2391
H  -2.04975  1.20422  -0.11503  0.2265
H  -0.48788  1.96635  -0.15450  0.2192
H  -1.39320  -1.33741  -1.42516  0.2557
H  -0.38742  -2.09323  -0.01640  0.2389
H  -2.14726  -1.31817  0.29922  0.2440

Values from the calculation:
total charge = +1
SMILES = C[N+]1(C)CC12C=C2
E_tot = -288.957597 a.u.
ΔE to the lowest compared entry with this formula, charge and spin = 78.67 kcal/mol



The lowest E_tot belongs to which entry? C23H39Cl2F2N5O10P4S3